[1]
A structure of composition C43H56N4O2Se4Zr. Source: the Open Molecules 2025 dataset; level of theory: the ωB97M-V functional and the def2-TZVPD basis.

Summary:
**Kohn-Sham gap**: 6.79 eV
**Net charge**: +2
**LUMO energy**: -6.12 eV
**Energy relative to the best compared isomer or geometry (same formula, charge and spin)**: 15.1 kcal per mole

Geometry as XYZ:
```
110
C43H56N4O2Se4Zr | the Open Molecules 2025 dataset | the ωB97M-V functional and the def2-TZVPD basis
Zr -0.167 0.067 -0.261
C -0.062 -7.342 0.625
C -1.441 -6.807 0.245
C -2.467 -7.323 1.267
C -1.802 -7.332 -1.151
C -1.473 -5.277 0.217
C -0.371 -4.489 0.486
C -0.488 -3.105 0.398
Se 1.091 -2.048 0.779
C 1.991 -2.205 -0.930
C 2.456 -3.450 -1.339
C 3.021 -3.579 -2.596
C 3.130 -2.414 -3.365
C 2.707 -1.152 -2.969
C 2.097 -1.055 -1.708
O 1.539 0.093 -1.190
C 2.901 0.073 -3.886
C 1.563 0.481 -4.509
C 3.478 1.245 -3.070
C 3.876 -0.218 -5.035
C 3.527 -4.911 -3.156
C 3.290 -6.057 -2.173
C 5.037 -4.811 -3.444
C 2.779 -5.218 -4.463
C -1.683 -2.466 0.079
O -1.688 -1.103 -0.008
C -2.837 -3.238 -0.122
C -2.674 -4.617 -0.070
C -4.232 -2.612 -0.328
C -4.634 -1.852 0.947
C -5.302 -3.675 -0.599
C -4.219 -1.632 -1.513
H -0.090 -8.435 0.633
H 0.244 -7.014 1.626
H 0.708 -7.036 -0.095
H -2.426 -8.416 1.316
H -3.491 -7.043 0.999
H -2.257 -6.929 2.268
H -1.791 -8.427 -1.157
H -1.082 -6.980 -1.900
H -2.802 -7.007 -1.460
H 0.574 -4.933 0.775
H 2.364 -4.304 -0.677
H 3.586 -2.506 -4.345
H 0.823 0.704 -3.744
H 1.175 -0.317 -5.150
H 1.695 1.377 -5.128
H 2.765 1.623 -2.338
H 3.750 2.063 -3.744
H 4.382 0.939 -2.531
H 3.481 -0.953 -5.744
H 4.848 -0.570 -4.671
H 4.045 0.708 -5.593
H 3.837 -5.913 -1.232
H 3.641 -6.993 -2.616
H 2.224 -6.179 -1.944
H 5.593 -4.549 -2.538
H 5.256 -4.056 -4.208
H 5.414 -5.773 -3.810
H 1.699 -5.292 -4.287
H 3.121 -6.173 -4.876
H 2.952 -4.447 -5.224
H -3.547 -5.233 -0.246
H -4.688 -2.535 1.803
H -5.625 -1.399 0.810
H -3.923 -1.061 1.188
H -5.418 -4.371 0.239
H -5.091 -4.253 -1.507
H -6.264 -3.176 -0.740
H -3.712 -0.708 -1.248
H -5.247 -1.381 -1.799
H -3.723 -2.070 -2.386
Se 0.014 2.866 -1.987
Se -2.037 1.828 -1.455
C -1.827 0.383 -2.739
C -2.596 0.330 -3.867
C -2.419 -0.777 -4.697
C -1.504 -1.750 -4.348
C -0.760 -1.599 -3.188
N -0.919 -0.530 -2.405
C 0.860 3.026 -0.260
C 1.613 4.160 -0.066
C 2.227 4.322 1.165
C 2.041 3.363 2.146
C 1.272 2.259 1.859
N 0.699 2.072 0.662
H -3.312 1.107 -4.092
H -3.005 -0.870 -5.608
H -1.353 -2.627 -4.967
H -0.026 -2.331 -2.878
H 1.709 4.900 -0.853
H 2.826 5.205 1.360
H 2.484 3.468 3.129
H 1.104 1.483 2.582
C 1.292 -0.655 4.241
N 0.211 0.154 4.814
C 0.123 0.509 6.162
C -1.061 1.113 6.325
N -1.683 1.124 5.074
C -3.042 1.646 4.801
C -0.904 0.520 4.161
Se -1.413 0.214 2.390
H 1.850 -1.107 5.055
H 1.970 -0.052 3.641
H 0.860 -1.433 3.628
H 0.911 0.294 6.870
H -1.520 1.544 7.204
H -3.492 1.928 5.748
H -3.644 0.879 4.326
H -2.992 2.514 4.147
```

Atom charges from the Löwdin analysis, given in e for atoms 1 to 6: 1.323 -0.058 -0.557 -0.036 -0.036 -0.147

---

[2]
A cluster of 2 separate species, C3H5N3 in total. Source: the Open Molecules 2025 dataset; level of theory: the ωB97M-V functional and the def2-TZVPD basis.

Summary:
**Kohn-Sham gap**: 11.04 eV
**LUMO energy**: 0.81 eV
**Energy relative to the best compared isomer or geometry (same formula, charge and spin)**: 37.9 kcal per mole

Geometry as XYZ:
```
11
C3H5N3 | the Open Molecules 2025 dataset | the ωB97M-V functional and the def2-TZVPD basis
C -1.692 -0.319 -0.070
N -0.736 0.479 -0.811
C 0.212 1.124 -0.427
N 1.289 1.672 -0.154
C 1.854 -1.328 0.361
N 1.292 -2.316 0.562
H -2.619 -0.384 -0.644
H -1.286 -1.327 0.062
H -1.909 0.107 0.915
H 1.268 2.669 0.026
H 2.327 -0.377 0.180
```

Atom charges from the natural (NBO) analysis, given in e for atoms 1 to 6: -0.419 -0.476 0.659 -0.786 0.071 -0.338

---

[3]
A cluster of 32 separate species, C12H85BrNO32 in total. Source: the Open Molecules 2025 dataset; level of theory: the ωB97M-V functional and the def2-TZVPD basis.

Summary:
**Kohn-Sham gap (spin up / spin down)**: 7.84 / 9.21 eV
**LUMO energy (spin up / spin down)**: -0.66 / -0.66 eV
**Expectation value of S²**: 0.75
**Multiplicity**: 2

Geometry as XYZ:
```
131
C12H85BrNO32 | the Open Molecules 2025 dataset | the ωB97M-V functional and the def2-TZVPD basis
C 1.861 -0.431 2.912
C 1.139 -1.461 2.021
C 0.737 -1.001 0.620
C -0.498 -0.102 0.431
Br -1.075 -0.356 -1.465
C -1.677 -0.425 1.323
C -2.837 0.625 1.339
C -3.167 0.994 2.788
C -4.086 -0.067 0.772
N -2.579 1.842 0.522
O -3.138 1.871 -0.631
C -1.210 2.420 0.614
C -1.084 3.359 1.833
C -0.986 3.315 -0.615
C -0.094 1.350 0.610
H 2.171 0.407 2.291
H 1.243 -0.112 3.744
H 2.781 -0.866 3.290
H 1.857 -2.260 1.841
H 0.323 -1.936 2.562
H 0.573 -1.910 0.048
H 1.584 -0.462 0.194
H -1.332 -0.577 2.345
H -2.100 -1.376 1.006
H -3.467 0.088 3.305
H -2.332 1.437 3.310
H -4.019 1.672 2.778
H -4.911 0.628 0.665
H -3.849 -0.545 -0.174
H -4.366 -0.860 1.464
H -0.070 3.377 2.215
H -1.285 4.368 1.484
H -1.817 3.155 2.606
H -0.872 2.721 -1.517
H -1.788 4.036 -0.730
H -0.058 3.857 -0.438
H 0.487 1.437 1.528
H 0.593 1.605 -0.196
O -0.845 -3.920 -0.067
H -1.278 -3.160 -0.472
H -1.328 -4.678 -0.423
O -2.230 -5.975 -1.718
H -3.096 -6.401 -1.772
H -1.832 -6.149 -2.578
O 0.728 -0.806 6.027
H 0.022 -1.452 5.915
H 1.498 -1.371 6.148
O 1.236 5.406 1.138
H 2.167 5.394 0.869
H 1.147 6.231 1.634
O 1.130 -6.235 -1.622
H 0.197 -6.431 -1.485
H 1.279 -5.444 -1.091
O 1.040 -3.649 5.732
H 0.314 -4.278 5.604
H 1.808 -4.214 5.860
O 2.896 -8.588 -0.698
H 2.448 -7.839 -1.112
H 2.459 -9.370 -1.059
O -2.936 -1.985 5.355
H -3.554 -1.249 5.451
H -3.248 -2.470 4.583
O 1.040 7.106 -1.456
H 0.830 6.365 -0.874
H 0.199 7.335 -1.875
O 2.163 -5.273 7.783
H 1.825 -5.027 8.650
H 2.423 -6.196 7.872
O 3.570 2.847 1.706
H 3.805 1.912 1.757
H 2.610 2.856 1.610
O 0.095 -6.274 5.149
H -0.744 -6.737 5.042
H 0.496 -6.340 4.276
O 1.999 7.389 -4.539
H 2.029 7.564 -3.590
H 2.699 6.743 -4.682
O -6.964 -0.783 -1.025
H -6.495 -1.419 -1.575
H -6.399 -0.002 -1.035
O 2.930 -11.309 -2.289
H 3.636 -11.602 -1.705
H 3.348 -10.656 -2.866
O -0.319 7.428 3.041
H -1.248 7.219 3.180
H -0.179 8.249 3.523
O 2.769 8.629 -7.247
H 2.853 8.740 -6.293
H 2.316 7.785 -7.342
O -3.264 2.628 -3.558
H -3.181 2.741 -2.601
H -2.562 2.006 -3.775
O 4.575 -0.063 0.444
H 3.950 0.456 -0.081
H 4.309 -0.974 0.287
O -4.576 -7.484 -3.130
H -5.442 -7.904 -3.165
H -4.185 -7.665 -3.991
O 3.320 -10.623 -5.130
H 2.466 -11.067 -5.206
H 3.748 -10.786 -5.976
O 3.038 4.433 4.330
H 2.175 4.012 4.388
H 3.384 4.159 3.470
O -2.220 0.930 5.643
H -1.597 1.314 6.269
H -1.777 0.137 5.321
O -1.838 -6.977 2.989
H -1.628 -6.399 2.247
H -2.724 -7.303 2.801
O 2.857 0.472 -1.820
H 2.071 -0.083 -1.767
H 3.229 0.290 -2.689
O 0.643 -10.305 -5.862
H -0.285 -10.528 -5.739
H 0.788 -9.516 -5.328
O 4.222 5.701 1.273
H 4.855 5.987 1.939
H 4.620 4.914 0.882
O 2.568 6.068 -9.420
H 3.445 6.465 -9.378
H 2.192 6.410 -10.239
O -1.453 8.571 -2.089
H -2.033 9.121 -2.627
H -1.580 8.886 -1.188
O -0.263 7.422 -8.292
H -0.242 7.595 -7.340
H 0.445 6.785 -8.435
O -1.166 7.726 -5.533
H -1.034 7.841 -4.586
H -1.618 6.879 -5.615
```

Atom charges from the Löwdin analysis, given in e for atoms 1 to 6: -0.078 -0.216 -0.229 -0.680 0.839 -0.123

---

[4]
A structure of composition C26H30Br2N4O8PRb. Source: the Open Molecules 2025 dataset; level of theory: the ωB97M-V functional and the def2-TZVPD basis.

Summary:
**Kohn-Sham gap**: 7.03 eV
**Net charge**: -2
**LUMO energy**: 3.54 eV
**Energy relative to the best compared isomer or geometry (same formula, charge and spin)**: 25.9 kcal per mole

Geometry as XYZ:
```
72
C26H30Br2N4O8PRb | the Open Molecules 2025 dataset | the ωB97M-V functional and the def2-TZVPD basis
Rb 0.086 0.157 -0.046
O 2.567 0.974 1.730
C 3.293 2.125 1.371
C 3.155 2.442 -0.119
N 1.768 2.533 -0.524
C 1.106 3.701 0.045
C 0.526 3.499 1.468
O 0.315 4.528 2.131
O 0.252 2.310 1.804
C 1.618 2.491 -1.970
C 0.135 2.348 -2.452
O -0.085 2.763 -3.600
O -0.677 1.809 -1.652
H 1.627 1.288 1.811
H 4.350 1.945 1.599
H 2.969 2.990 1.963
H 3.622 1.629 -0.685
H 3.717 3.372 -0.338
H 0.244 3.943 -0.579
H 1.759 4.588 0.045
H 2.156 1.621 -2.366
H 2.043 3.381 -2.460
O 0.174 -8.393 -2.379
C -0.884 -7.745 -2.256
O -2.071 -8.097 -2.387
C -0.688 -6.259 -1.826
C 0.573 -5.773 -1.511
C 0.714 -4.447 -1.108
N -0.329 -3.628 -1.032
C -1.536 -4.070 -1.360
C -1.764 -5.386 -1.757
C -2.609 -3.041 -1.269
C -3.943 -3.377 -1.047
C -4.881 -2.359 -0.963
C -4.473 -1.045 -1.123
C -3.123 -0.808 -1.352
N -2.215 -1.772 -1.404
C 2.019 -3.825 -0.749
C 3.200 -4.565 -0.674
C 4.387 -3.914 -0.387
C 4.372 -2.544 -0.175
C 3.150 -1.890 -0.245
N 2.009 -2.507 -0.519
H 1.403 -6.460 -1.609
H -2.745 -5.753 -2.025
H -4.233 -4.413 -0.930
H -5.921 -2.594 -0.767
H -5.171 -0.222 -1.057
H -2.748 0.202 -1.516
H 3.187 -5.633 -0.839
H 5.312 -4.476 -0.329
H 5.276 -1.993 0.049
H 3.073 -0.826 -0.044
Br -3.096 0.650 2.074
C -2.430 2.108 1.023
Br -3.844 2.845 -0.043
H -1.646 1.741 0.371
H -2.057 2.872 1.690
C -1.067 -1.598 4.598
P -0.292 -1.744 2.955
C 1.242 -2.674 3.243
C -1.341 -2.864 2.009
O -0.057 -0.438 2.312
H -1.220 -2.568 5.072
H -2.021 -1.084 4.476
H -0.415 -0.979 5.215
H 1.060 -3.617 3.760
H 1.918 -2.045 3.824
H 1.698 -2.862 2.270
H -1.460 -3.824 2.514
H -0.863 -3.002 1.039
H -2.316 -2.398 1.855
```

Atom charges from the Löwdin analysis, given in e for atoms 1 to 6: 1.014 -0.132 -0.251 -0.196 -0.220 -0.097

---

[5]
A structure of composition C37H58F5O9Zr. Source: the Open Molecules 2025 dataset; level of theory: the ωB97M-V functional and the def2-TZVPD basis.

Summary:
**Kohn-Sham gap**: 1.50 eV
**Net charge**: +3
**LUMO energy**: -12.92 eV

Geometry as XYZ:
```
110
C37H58F5O9Zr | the Open Molecules 2025 dataset | the ωB97M-V functional and the def2-TZVPD basis
Zr -23.809 -23.270 -11.586
C -23.151 -26.738 -10.784
O -22.390 -26.635 -9.611
O -23.761 -25.414 -10.902
C -22.396 -27.391 -12.010
F -22.362 -28.709 -11.869
F -22.954 -27.168 -13.185
F -21.144 -26.979 -12.030
C -22.165 -27.765 -8.718
C -21.314 -27.206 -7.557
H -21.063 -27.986 -6.838
H -20.349 -26.810 -7.872
H -21.838 -26.417 -7.017
H -21.815 -28.687 -9.182
H -23.064 -28.115 -8.209
H -23.923 -27.432 -10.451
F -17.530 -25.216 -10.860
C -17.342 -24.951 -12.150
C -16.610 -23.883 -12.523
C -16.272 -23.612 -13.836
C -16.851 -24.365 -14.846
C -17.670 -25.460 -14.486
C -17.835 -25.708 -13.134
H -16.231 -23.224 -11.756
H -15.488 -22.910 -14.080
H -16.515 -24.295 -15.870
H -18.105 -26.199 -15.142
H -18.490 -26.522 -12.856
F -26.722 -34.393 -8.874
C -26.106 -33.342 -9.496
C -25.082 -32.580 -8.907
C -24.560 -31.493 -9.668
C -25.056 -31.221 -10.932
C -26.062 -32.013 -11.471
C -26.563 -33.099 -10.769
H -24.611 -32.869 -7.979
H -23.629 -31.034 -9.368
H -24.526 -30.518 -11.558
H -26.538 -31.680 -12.381
H -27.444 -33.636 -11.090
C -28.956 -25.969 -8.489
C -27.716 -26.338 -9.099
O -27.726 -26.903 -10.193
C -26.439 -25.880 -8.357
H -28.712 -25.165 -7.794
H -29.422 -26.859 -8.065
H -29.697 -25.605 -9.201
H -26.441 -26.365 -7.381
H -26.346 -24.796 -8.285
H -25.554 -26.211 -8.902
C -27.028 -25.984 -12.809
C -26.177 -25.064 -13.584
O -25.315 -24.349 -13.025
C -26.569 -24.907 -15.097
H -27.614 -26.626 -13.467
H -27.737 -25.464 -12.165
H -26.377 -26.619 -12.207
H -26.063 -24.135 -15.676
H -27.623 -24.633 -15.051
H -26.538 -25.809 -15.707
C -19.791 -31.026 -6.115
C -20.541 -32.314 -6.057
O -21.610 -32.416 -6.652
C -19.806 -33.410 -5.285
H -20.457 -30.228 -5.787
H -19.500 -30.883 -7.156
H -18.886 -30.962 -5.509
H -19.792 -33.190 -4.218
H -18.787 -33.582 -5.631
H -20.197 -34.412 -5.467
C -15.296 -28.728 -8.990
C -16.718 -29.094 -8.863
O -16.987 -30.237 -8.422
C -17.869 -28.075 -9.173
H -14.971 -28.523 -10.010
H -14.610 -29.491 -8.624
H -14.990 -27.796 -8.514
H -18.437 -27.794 -8.286
H -18.510 -28.523 -9.932
H -17.393 -27.170 -9.549
C -19.506 -22.385 -10.747
C -20.422 -23.463 -10.275
O -21.464 -23.662 -10.798
C -19.964 -24.310 -9.138
H -18.610 -22.831 -11.179
H -19.227 -21.923 -9.801
H -20.035 -21.745 -11.453
H -20.756 -24.727 -8.516
H -19.332 -23.734 -8.462
H -19.365 -25.200 -9.329
C -24.663 -21.843 -7.426
C -23.873 -23.002 -7.976
O -23.505 -23.058 -9.179
C -23.417 -24.101 -7.056
H -24.953 -21.210 -8.265
H -24.065 -21.330 -6.673
H -25.527 -22.258 -6.908
H -23.698 -25.064 -7.481
H -23.863 -24.003 -6.066
H -22.335 -23.997 -6.968
C -22.818 -28.925 -15.864
C -23.957 -29.715 -15.198
O -23.787 -30.674 -14.468
C -25.349 -29.325 -15.531
H -22.967 -28.680 -16.916
H -21.856 -29.397 -15.664
H -22.908 -27.993 -15.306
H -26.061 -29.488 -14.722
H -25.595 -29.610 -16.553
H -25.368 -28.236 -15.579
```

Atom charges from the Löwdin analysis, given in e for atoms 1 to 6: 2.146 -0.269 -0.107 -0.277 -0.591 0.178